1.
Formula: C36H48AsBrClCsF5N3O5Si
Source: the OMol25 dataset
Level of theory: ωB97M-V/def2-TZVPD

Values from the calculation:
energy above the lowest of the compared OMol25 structures with the same formula, charge and spin = 1.795 eV
gap between HOMO and LUMO = 4.0750 eV
LUMO level = 3.29 eV
E_HOMO = -0.0290 Ha

Structure (ORCA input):
```
! RIJCOSX wB97M-V def2-TZVPD def2/J DEFGRID3
* xyz -2 1
Cs -0.056 1.637 1.755
O 4.996 6.130 4.632
C 3.843 5.444 4.427
O 2.795 6.018 4.427
C 3.946 3.980 4.169
C 5.008 3.120 4.257
Cl 6.658 3.468 4.599
N 4.588 1.882 3.972
N 3.257 1.894 3.682
C 2.862 3.143 3.794
C 1.395 3.401 3.454
O 0.563 3.050 4.320
O 1.190 3.763 2.278
C 5.294 0.630 3.896
C 5.007 -0.195 2.827
C 5.627 -1.434 2.743
C 6.541 -1.822 3.714
C 6.816 -0.980 4.784
C 6.177 0.252 4.886
H 5.760 5.541 4.543
H 4.288 0.124 2.084
H 5.377 -2.089 1.919
H 7.024 -2.789 3.645
H 7.513 -1.285 5.555
H 6.355 0.897 5.736
C -1.459 0.008 5.039
As -0.684 -1.053 3.558
C -1.339 -2.749 4.198
C 1.131 -0.542 4.034
O -1.452 -0.368 2.229
H -1.069 -0.356 5.994
H -2.547 -0.060 5.037
H -1.163 1.053 4.926
H -0.602 -3.198 4.863
H -1.506 -3.400 3.347
H -2.260 -2.542 4.739
H 1.493 -1.261 4.770
H 1.107 0.458 4.471
H 1.795 -0.552 3.178
C -3.060 -2.495 -0.413
C -2.720 -2.140 -1.872
C -1.226 -2.484 -2.028
C -3.533 -3.049 -2.812
Si -3.080 -0.304 -2.211
Br -1.531 0.775 -1.021
C -2.849 0.215 -4.026
C -1.585 -0.418 -4.639
C -2.642 1.732 -4.180
C -4.063 -0.208 -4.877
C -4.734 0.282 -1.448
C -4.734 0.237 0.093
C -5.910 -0.579 -1.940
C -5.012 1.743 -1.834
H -2.717 -3.522 -0.231
H -4.131 -2.463 -0.208
H -2.539 -1.853 0.308
H -1.109 -3.559 -1.831
H -0.615 -1.959 -1.302
H -0.820 -2.282 -3.015
H -3.340 -4.093 -2.530
H -3.250 -2.944 -3.858
H -4.612 -2.890 -2.742
H -0.672 -0.154 -4.098
H -1.460 -0.024 -5.657
H -1.640 -1.502 -4.719
H -1.724 2.065 -3.687
H -3.469 2.331 -3.802
H -2.536 1.945 -5.253
H -4.277 -1.279 -4.823
H -3.849 0.026 -5.928
H -4.975 0.326 -4.609
H -4.743 -0.776 0.490
H -5.649 0.738 0.442
H -3.882 0.744 0.541
H -5.825 -1.619 -1.625
H -6.030 -0.568 -3.025
H -6.841 -0.187 -1.505
H -4.203 2.414 -1.533
H -5.924 2.070 -1.314
H -5.180 1.878 -2.902
F 1.150 -3.619 2.941
C 0.512 -2.681 2.078
F -0.408 -3.473 1.373
C 1.596 -2.420 1.031
F 2.094 -3.515 0.447
F 2.663 -1.794 1.590
F 1.140 -1.621 0.073
C 2.638 1.425 -1.763
C 2.335 1.168 -3.065
C 2.945 0.105 -3.865
C 2.575 -0.143 -5.153
C 1.579 0.612 -5.830
C 0.972 1.657 -5.086
C 1.312 1.925 -3.796
C 1.205 0.333 -7.181
N 0.904 0.108 -8.279
H 2.081 2.193 -1.241
H 3.363 0.840 -1.207
H 3.705 -0.513 -3.397
H 3.056 -0.955 -5.689
H 0.201 2.254 -5.565
H 0.810 2.732 -3.271
*
```

2.
Formula: C36H48AsMnNO10P3
Source: the OMol25 dataset
Level of theory: ωB97M-V/def2-TZVPD

Values from the calculation:
⟨S²⟩ = 1.22
gap between HOMO and LUMO (alpha / beta) = 9.0970 / 9.0936 eV
LUMO level (alpha / beta) = -1.66 / -1.66 eV
E_HOMO (alpha / beta) = -0.3954 / -0.3953 Ha

Structure (ORCA input):
```
! RIJCOSX wB97M-V def2-TZVPD def2/J DEFGRID3
* xyz 1 2
Mn -0.458 2.186 0.164
C -0.029 3.777 2.862
C 0.755 2.485 2.979
O 0.009 1.405 2.401
C -1.098 1.021 3.197
C -2.081 0.304 2.325
O -2.269 1.127 1.186
C -3.505 1.021 0.507
C -3.505 2.147 -0.525
O -2.612 3.175 -0.124
C -3.047 3.940 0.995
C -1.845 4.677 1.495
O -0.798 3.707 1.654
H 0.665 4.618 2.852
H -0.739 3.919 3.679
H 1.014 2.273 4.018
H 1.663 2.547 2.405
H -1.575 1.902 3.634
H -0.768 0.364 4.008
H -3.025 0.178 2.863
H -1.727 -0.686 2.037
H -4.321 1.106 1.230
H -3.602 0.056 0.001
H -4.512 2.541 -0.675
H -3.137 1.795 -1.486
H -3.456 3.282 1.765
H -3.819 4.648 0.685
H -2.074 5.134 2.460
H -1.514 5.435 0.792
N 2.224 6.077 -0.987
C 1.960 4.649 -1.481
C 2.787 4.370 -2.737
P 0.124 4.625 -1.793
O -0.014 4.963 -3.352
O -0.366 5.776 -0.983
O -0.378 3.216 -1.608
P 2.480 3.583 -0.031
O 3.848 2.906 -0.505
O 2.761 4.556 1.062
O 1.489 2.466 0.141
H 2.754 6.617 -1.666
H 2.711 5.998 -0.081
H 1.304 6.499 -0.816
H 2.529 5.066 -3.536
H 2.570 3.364 -3.102
H 3.855 4.416 -2.529
H -0.306 4.206 -3.870
H 3.713 2.022 -0.863
C -1.223 -1.430 -0.808
C -0.705 -2.821 -1.149
As -2.029 -4.206 -0.707
C -1.769 -4.099 1.230
C -0.739 -4.737 1.922
C -0.591 -4.553 3.291
C -1.466 -3.727 3.989
C -2.506 -3.101 3.312
C -2.659 -3.293 1.942
C -0.947 -5.751 -1.163
C 0.449 -5.771 -1.142
C 1.141 -6.923 -1.496
C 0.445 -8.066 -1.873
C -0.942 -8.054 -1.899
C -1.635 -6.899 -1.549
P 0.053 -0.122 -0.718
C 1.327 -0.819 0.389
C 0.950 -1.613 1.472
C 1.898 -2.078 2.375
C 3.239 -1.752 2.211
C 3.627 -0.973 1.129
C 2.675 -0.516 0.227
C 0.822 -0.150 -2.370
C 0.434 0.797 -3.316
C 0.935 0.743 -4.615
C 1.832 -0.251 -4.977
C 2.223 -1.203 -4.041
C 1.716 -1.157 -2.751
H -1.763 -1.419 0.142
H -1.938 -1.090 -1.563
H 0.208 -3.042 -0.600
H -0.491 -2.912 -2.215
H -0.049 -5.387 1.397
H 0.208 -5.064 3.816
H -1.354 -3.595 5.058
H -3.216 -2.488 3.856
H -3.496 -2.831 1.430
H 1.013 -4.896 -0.849
H 2.224 -6.929 -1.476
H 0.985 -8.963 -2.148
H -1.488 -8.941 -2.196
H -2.717 -6.897 -1.582
H -0.087 -1.903 1.615
H 1.585 -2.706 3.201
H 3.979 -2.114 2.914
H 4.672 -0.723 0.985
H 2.985 0.077 -0.624
H -0.246 1.587 -3.043
H 0.620 1.480 -5.344
H 2.223 -0.290 -5.986
H 2.918 -1.986 -4.319
H 2.029 -1.904 -2.030
*
```

Quick rundown of max |F|, same order as above: 0.039 0.020 Eh/bohr